[1]
This record from the OMol25 dataset describes C20H59F3GaN4O7 as an isolated structure at a distorted geometry. The level of theory is the ωB97M-V functional and the def2-TZVPD basis.

```
94
Properties=species:S:1:pos:R:3:lowdin_charge:R:1
N -4.27 0.84 -0.39 -0.082
C -4.92 -0.12 -1.30 -0.347
Ga -3.69 -1.35 -2.39 0.414
C -2.20 -2.15 -1.23 -0.258
C -1.80 -1.27 -0.03 -0.182
C -0.69 -0.30 -0.34 -0.604
F 0.53 -0.94 -0.15 0.062
F -0.65 0.18 -1.59 0.121
F -0.68 0.76 0.50 0.098
C -2.83 -0.55 -4.10 -0.223
C -3.01 0.93 -4.43 -0.766
N -2.05 1.28 -5.55 0.038
N -4.31 1.28 -4.96 0.065
N -2.81 1.77 -3.27 0.077
H -4.77 1.71 -0.32 0.047
H -3.32 1.03 -0.67 0.005
H -5.57 0.41 -2.02 0.018
H -5.59 -0.76 -0.71 0.001
H -4.62 -2.59 -2.91 -0.071
H -2.49 -3.14 -0.90 0.031
H -1.32 -2.30 -1.88 0.039
H -2.65 -0.74 0.39 0.086
H -1.39 -1.89 0.77 0.111
H -3.26 -1.09 -4.94 0.032
H -1.76 -0.80 -4.10 0.035
H -2.22 2.26 -5.77 0.041
H -1.12 1.19 -5.15 0.046
H -4.58 0.65 -5.70 0.065
H -5.00 1.28 -4.22 0.055
H -2.78 2.75 -3.52 0.066
H -2.00 1.50 -2.74 0.044
C 2.42 1.61 0.22 -0.076
C 3.75 2.28 -0.05 -0.317
O 3.88 3.52 0.64 -0.072
H 1.60 2.26 -0.08 0.085
H 2.32 0.66 -0.30 0.066
H 2.30 1.42 1.30 0.064
H 3.85 2.50 -1.11 0.101
H 4.58 1.62 0.24 0.084
H 3.79 3.33 1.58 0.063
C -1.92 2.90 2.75 -0.088
C -3.03 2.50 3.70 -0.324
O -4.23 2.18 3.02 -0.094
H -2.24 3.74 2.13 0.077
H -1.01 3.19 3.29 0.052
H -1.67 2.08 2.09 0.051
H -3.28 3.33 4.37 0.105
H -2.71 1.65 4.32 0.104
H -4.06 1.46 2.39 0.060
C 4.71 0.84 -3.57 -0.088
C 5.21 -0.38 -2.83 -0.327
O 6.48 -0.82 -3.31 -0.085
H 4.63 0.65 -4.64 0.078
H 3.73 1.14 -3.19 0.069
H 5.40 1.68 -3.44 0.074
H 4.53 -1.22 -2.97 0.103
H 5.28 -0.18 -1.76 0.098
H 7.11 -0.10 -3.19 0.075
C -8.59 -2.25 2.14 -0.100
C -7.56 -2.28 1.03 -0.329
O -6.23 -2.23 1.54 -0.080
H -8.47 -1.35 2.74 0.073
H -9.61 -2.26 1.73 0.068
H -8.48 -3.11 2.81 0.066
H -7.66 -1.42 0.38 0.105
H -7.68 -3.18 0.42 0.110
H -6.09 -2.99 2.10 0.074
C 4.19 -3.75 -1.25 -0.091
C 4.83 -5.11 -1.13 -0.324
O 5.67 -5.41 -2.25 -0.084
H 3.60 -3.68 -2.16 0.080
H 3.53 -3.55 -0.39 0.075
H 4.95 -2.97 -1.29 0.057
H 4.08 -5.90 -1.10 0.111
H 5.42 -5.18 -0.21 0.104
H 6.34 -4.72 -2.30 0.076
C 2.85 2.89 4.64 -0.085
C 1.75 2.47 5.60 -0.313
O 0.57 2.11 4.89 -0.087
H 2.52 3.75 4.04 0.080
H 3.76 3.17 5.18 0.079
H 3.10 2.09 3.95 0.042
H 1.48 3.28 6.27 0.110
H 2.08 1.62 6.21 0.106
H 0.78 1.38 4.30 0.082
C 5.40 -1.39 2.55 -0.083
C 4.51 -0.24 2.98 -0.321
O 5.18 1.01 2.91 -0.093
H 6.30 -1.43 3.16 0.076
H 4.88 -2.35 2.63 0.075
H 5.71 -1.26 1.51 0.068
H 4.21 -0.37 4.02 0.112
H 3.60 -0.22 2.37 0.099
H 5.45 1.15 2.00 0.057
```

Summary:
**LUMO**: 1.89 eV
**E**: -102517.934 eV
**Net charge**: -1
**Frontier orbital gap**: 6.717 eV

***

[2]
This record from the OMol25 dataset describes a 6-piece molecular cluster, C20H59N6O5 overall at a distorted geometry. The level of theory is the ωB97M-V functional and the def2-TZVPD basis.

```
90
Properties=species:S:1:pos:R:3:lowdin_charge:R:1
N 0.12 -0.65 1.02 0.411
H -0.09 -0.02 1.65 0.024
H -0.59 -1.02 0.53 0.077
H 0.77 -1.17 1.31 0.003
H 0.77 -0.10 0.32 0.157
C 0.73 -3.54 -1.69 -0.026
C 0.79 -2.31 -2.73 -0.385
C -0.48 -2.12 -3.54 -0.263
O -0.68 -3.12 -4.43 -0.143
C -2.04 -3.28 -4.77 -0.097
N 1.17 -1.16 -1.97 0.045
H 0.14 -3.53 -0.71 0.077
H 1.80 -3.65 -1.39 0.074
H 0.17 -4.39 -2.18 0.085
H 1.47 -2.32 -3.53 0.129
H -0.47 -1.30 -4.10 0.073
H -1.28 -1.93 -2.72 0.158
H -2.46 -4.25 -5.23 0.116
H -2.12 -2.50 -5.43 0.063
H -2.77 -3.45 -3.95 0.096
H 1.37 -0.38 -2.67 0.088
H 2.00 -1.31 -1.67 -0.020
C -2.60 3.28 3.73 -0.004
C -1.48 2.24 3.06 -0.333
C -0.12 3.01 2.76 -0.154
O 0.61 2.26 1.78 -0.270
C 1.91 2.75 1.64 -0.172
N -1.26 0.97 3.74 0.062
H -2.23 3.40 4.71 0.057
H -3.53 2.90 3.58 0.009
H -2.96 4.14 3.12 0.093
H -1.82 1.97 2.07 0.103
H 0.65 3.08 3.57 0.134
H -0.35 3.89 2.19 0.122
H 2.21 3.94 1.60 0.154
H 2.48 2.26 0.82 0.058
H 2.54 2.25 2.54 0.105
H -2.07 0.61 3.80 -0.039
H -0.73 0.92 4.68 0.145
C 2.69 -0.74 3.74 -0.128
C 3.60 -1.48 2.90 -0.385
C 3.40 -3.01 3.11 -0.285
O 3.96 -3.30 4.24 -0.157
C 3.93 -4.66 4.55 -0.085
N 3.17 -1.10 1.47 0.058
H 3.06 -0.63 4.78 0.087
H 1.56 -1.15 3.89 0.142
H 2.82 0.35 3.67 0.061
H 4.52 -1.00 3.21 0.150
H 4.07 -3.48 2.43 0.119
H 2.41 -3.26 2.97 0.115
H 4.47 -4.91 5.59 0.144
H 4.26 -5.16 3.73 0.040
H 2.86 -5.03 4.83 0.120
H 3.57 -1.93 1.06 0.051
H 3.78 -0.35 1.18 0.068
C -4.13 -1.66 0.73 -0.022
C -4.28 -0.17 1.01 -0.435
C -4.13 0.77 -0.15 -0.168
O -2.85 0.39 -0.73 -0.196
C -2.46 1.07 -1.93 -0.156
N -5.68 0.10 1.45 -0.030
H -4.47 -2.28 1.70 0.151
H -3.12 -1.87 0.29 0.089
H -4.58 -1.94 0.04 -0.064
H -3.74 0.10 1.95 0.121
H -4.09 1.83 -0.02 0.118
H -4.86 0.56 -0.86 0.111
H -2.44 2.23 -1.85 0.133
H -3.17 1.07 -2.85 0.147
H -1.44 0.74 -2.48 0.105
H -5.97 1.21 1.29 0.145
H -5.77 -0.12 2.50 0.097
C -0.67 2.30 -2.98 -0.061
C 0.69 1.58 -2.84 -0.386
C 1.67 2.48 -3.42 -0.188
O 1.43 2.72 -4.83 -0.148
C 2.33 3.57 -5.43 -0.155
N 1.08 1.35 -1.45 0.053
H -0.66 2.98 -2.36 0.016
H -1.45 1.58 -2.86 -0.086
H -1.02 2.61 -3.94 0.121
H 0.59 0.68 -3.34 0.092
H 2.66 1.91 -3.39 0.151
H 2.05 3.22 -2.84 0.095
H 3.21 3.05 -5.70 0.058
H 2.67 4.40 -4.83 0.070
H 2.00 4.23 -6.43 0.157
H 0.90 2.25 -0.82 0.145
H 2.00 1.46 -1.52 -0.007
```

Summary:
**LUMO**: -1.96 eV
**E**: -40849.019 eV
**Energy relative to the best compared isomer or geometry (same formula, charge and spin)**: 18.473 eV
**Net charge**: +1
**Frontier orbital gap**: 9.479 eV

***

[3]
This record from the OMol25 dataset describes C20H60CaN5O9P as an isolated structure at a distorted geometry. The level of theory is the ωB97M-V functional and the def2-TZVPD basis.

```
96
Properties=species:S:1:pos:R:3:lowdin_charge:R:1
Ca 20.03 1.34 -5.31 1.664
P 17.74 2.76 -6.32 0.040
O 19.22 3.17 -6.21 -0.551
O 17.33 2.40 -7.73 -0.354
O 16.75 3.70 -5.59 -0.364
O 17.83 1.37 -5.49 -0.558
C 16.27 -1.95 -10.34 -0.012
C 15.64 -1.35 -9.02 -0.209
C 15.19 -2.32 -7.94 -0.219
O 14.60 -1.54 -6.92 -0.180
C 14.30 -2.46 -5.79 -0.029
N 16.70 -0.29 -8.44 0.213
H 17.60 -0.72 -8.24 0.143
H 16.83 0.47 -9.09 0.129
H 16.50 0.02 -7.50 0.107
H 15.72 -2.86 -10.58 0.097
H 17.34 -2.14 -10.28 0.083
H 16.06 -1.47 -11.30 0.090
H 14.82 -0.67 -9.24 0.151
H 15.95 -3.03 -7.62 0.140
H 14.46 -2.98 -8.42 0.150
H 15.17 -3.02 -5.45 0.092
H 13.52 -3.17 -6.04 0.106
H 13.93 -1.91 -4.92 0.070
C 20.86 6.76 -4.82 -0.013
C 19.44 6.42 -4.21 -0.268
C 18.80 7.62 -3.54 -0.202
O 17.52 7.45 -2.99 -0.185
C 17.41 6.37 -2.04 -0.053
N 18.57 5.85 -5.36 0.226
H 18.90 5.02 -5.84 0.071
H 17.68 5.47 -5.07 0.109
H 18.50 6.57 -6.06 0.165
H 20.75 7.42 -5.69 0.089
H 21.40 5.90 -5.21 0.070
H 21.56 7.15 -4.08 0.106
H 19.68 5.69 -3.43 0.136
H 18.57 8.45 -4.21 0.152
H 19.41 7.89 -2.68 0.153
H 16.84 5.63 -2.60 0.072
H 16.89 6.88 -1.23 0.114
H 18.38 6.04 -1.66 0.091
C 16.61 0.32 -2.79 -0.025
C 15.39 0.93 -3.60 -0.245
C 13.98 0.53 -3.03 -0.137
O 12.99 1.23 -3.85 -0.202
C 11.67 0.93 -3.39 -0.079
N 15.73 2.43 -3.50 0.204
H 14.91 3.00 -3.66 0.160
H 16.31 2.72 -2.73 0.151
H 16.29 2.76 -4.28 0.036
H 17.59 0.43 -3.26 0.038
H 16.55 -0.76 -2.66 0.095
H 16.55 0.85 -1.84 0.091
H 15.47 0.69 -4.66 0.125
H 14.01 0.90 -2.00 0.135
H 13.84 -0.55 -3.05 0.124
H 11.36 1.27 -2.40 0.101
H 11.48 -0.13 -3.51 0.096
H 11.03 1.50 -4.07 0.097
C 20.30 1.83 -10.51 -0.009
C 20.83 2.81 -9.45 -0.262
C 21.90 3.86 -9.87 -0.150
O 21.51 4.48 -11.11 -0.182
C 22.55 4.80 -12.00 -0.072
N 19.59 3.54 -8.94 0.180
H 18.79 2.97 -9.19 0.098
H 19.42 3.49 -7.95 0.047
H 19.38 4.48 -9.26 0.169
H 21.17 1.43 -11.03 0.112
H 19.70 2.35 -11.26 0.104
H 19.67 1.08 -10.04 0.075
H 21.06 2.31 -8.51 0.128
H 22.80 3.24 -9.88 0.133
H 22.16 4.58 -9.10 0.130
H 23.35 4.06 -11.95 0.096
H 22.92 5.80 -11.77 0.103
H 22.23 4.71 -13.04 0.104
C 13.27 4.11 -8.02 -0.025
C 14.40 4.91 -8.81 -0.180
C 14.12 6.48 -8.80 -0.132
O 13.53 6.79 -10.13 -0.175
C 13.31 8.13 -10.20 -0.138
N 15.75 4.63 -8.06 0.191
H 16.37 5.38 -8.31 0.133
H 15.79 4.44 -7.07 0.085
H 16.26 3.83 -8.42 0.085
H 12.42 4.11 -8.71 0.100
H 12.94 4.46 -7.05 0.085
H 13.56 3.10 -7.75 0.067
H 14.38 4.58 -9.85 0.151
H 15.07 7.02 -8.74 0.099
H 13.62 6.98 -7.98 0.135
H 12.52 8.52 -9.57 0.107
H 12.93 8.25 -11.21 0.111
H 14.28 8.62 -10.12 0.097
```

Summary:
**LUMO**: -11.75 eV
**E**: -75283.791 eV
**Energy relative to the best compared isomer or geometry (same formula, charge and spin)**: 3.902 eV
**Net charge**: +4
**Frontier orbital gap**: 6.250 eV

***

[4]
This record from the OMol25 dataset describes C20H60HfNO13S10 as an isolated structure at a distorted geometry. The level of theory is the ωB97M-V functional and the def2-TZVPD basis.

```
105
Properties=species:S:1:pos:R:3:lowdin_charge:R:1
Hf -0.26 -0.11 -0.35 2.114
N -1.04 -1.87 -2.71 -0.604
O -1.42 -2.64 -3.59 0.072
O -1.01 -2.24 -1.57 -0.075
O -0.74 -0.69 -2.76 -0.096
C 2.48 -3.51 1.51 -0.230
S 0.65 -3.52 1.26 0.944
O 0.47 -2.19 0.54 -0.694
C 0.52 -4.71 -0.05 -0.205
H 3.15 -3.10 0.76 0.018
H 2.69 -4.53 1.82 0.064
H 2.78 -3.00 2.42 0.037
H 1.09 -5.58 0.29 0.068
H 0.99 -4.35 -0.96 0.060
H -0.52 -5.01 -0.19 0.074
C -4.63 -2.19 -1.58 -0.194
S -4.19 -0.44 -1.14 0.915
O -2.69 -0.28 -0.99 -0.638
C -4.76 0.32 -2.75 -0.205
H -4.33 -2.67 -0.65 -0.008
H -4.21 -2.70 -2.46 0.074
H -5.72 -2.30 -1.63 0.068
H -5.00 1.37 -2.57 0.032
H -5.71 -0.02 -3.18 0.070
H -4.00 0.25 -3.52 0.062
C -3.42 2.13 3.02 -0.178
S -2.65 2.42 1.34 0.966
O -1.79 1.20 0.87 -0.676
C -4.23 2.31 0.44 -0.246
H -2.66 2.39 3.75 0.036
H -3.69 1.08 3.09 0.039
H -4.27 2.78 3.23 0.079
H -4.84 1.50 0.86 0.044
H -4.08 2.23 -0.63 0.007
H -4.81 3.23 0.55 0.077
C 2.74 3.45 1.24 -0.219
S 1.03 3.52 0.60 0.958
O 0.54 2.04 0.58 -0.667
C 0.18 4.21 2.11 -0.205
H 2.75 3.52 2.33 0.061
H 3.26 4.39 1.06 0.072
H 3.25 2.57 0.84 0.015
H 0.14 3.46 2.90 0.040
H -0.85 4.52 1.93 0.027
H 0.73 5.06 2.51 0.066
C 0.00 0.88 4.60 -0.220
S -0.42 -0.48 3.49 0.942
O 0.07 -0.15 2.05 -0.655
C 0.57 -1.76 4.44 -0.201
H -0.53 1.78 4.29 0.025
H 1.06 1.12 4.55 0.052
H -0.30 0.64 5.62 0.077
H 1.58 -1.41 4.63 0.053
H 0.63 -2.76 4.00 0.031
H 0.10 -1.84 5.42 0.067
C 3.71 0.36 2.71 -0.176
S 3.27 -0.47 1.10 0.932
O 1.95 -0.01 0.55 -0.662
C 4.73 0.17 0.17 -0.205
H 4.14 1.33 2.44 0.025
H 4.52 -0.19 3.19 0.075
H 2.84 0.65 3.28 0.039
H 5.56 -0.46 0.49 0.072
H 4.95 1.20 0.45 0.051
H 4.65 -0.13 -0.88 0.016
C -4.20 -1.57 2.27 -0.225
S -2.85 -2.48 1.46 0.952
O -1.75 -1.49 0.96 -0.689
C -2.30 -3.57 2.91 -0.196
H -4.31 -0.64 1.71 0.014
H -3.89 -1.30 3.28 0.050
H -5.13 -2.13 2.40 0.082
H -1.96 -3.06 3.81 0.040
H -1.52 -4.21 2.49 0.001
H -3.06 -4.30 3.17 0.071
C 2.10 -2.44 -3.86 -0.178
S 2.80 -1.55 -2.38 0.906
O 1.66 -1.44 -1.37 -0.636
C 3.93 -2.90 -1.95 -0.215
H 2.85 -2.46 -4.64 0.067
H 1.16 -2.08 -4.28 0.054
H 1.98 -3.44 -3.44 0.054
H 4.53 -2.39 -1.20 0.027
H 4.58 -3.14 -2.79 0.083
H 3.41 -3.75 -1.51 0.063
C -1.13 2.53 -4.18 -0.199
S -1.87 2.63 -2.48 0.974
O -0.99 1.74 -1.53 -0.694
C -1.21 4.25 -2.17 -0.241
H -1.79 3.04 -4.88 0.074
H -0.92 1.51 -4.53 0.052
H -0.16 3.01 -4.16 0.022
H -1.65 4.99 -2.85 0.085
H -0.14 4.25 -2.36 0.039
H -1.33 4.41 -1.10 0.044
C 2.14 1.33 -4.31 -0.227
S 1.92 2.05 -2.68 0.925
O 1.34 0.97 -1.75 -0.668
C 3.75 2.34 -2.40 -0.168
H 2.75 1.91 -5.00 0.084
H 1.21 1.13 -4.84 0.057
H 2.75 0.46 -4.09 0.016
H 4.20 3.06 -3.08 0.080
H 4.21 1.35 -2.49 0.033
H 3.88 2.62 -1.35 0.027
```

Summary:
**LUMO**: -5.98 eV
**E**: -159446.293 eV
**Energy relative to the best compared isomer or geometry (same formula, charge and spin)**: 3.869 eV
**Net charge**: +3
**Frontier orbital gap**: 9.558 eV

***

[5]
This record from the OMol25 dataset describes C20H60Hg2O14S as an isolated structure at a distorted geometry. The level of theory is the ωB97M-V functional and the def2-TZVPD basis.

```
97
Properties=species:S:1:pos:R:3:lowdin_charge:R:1
Hg 32.25 17.30 8.19 0.593
Hg 30.92 16.46 2.00 0.677
S 29.00 19.54 4.65 0.245
O 27.88 20.53 4.65 -0.146
O 28.56 18.16 4.34 -0.163
O 30.04 19.76 3.73 -0.124
O 29.64 19.60 5.96 -0.092
C 28.32 19.36 -2.04 -0.093
C 28.05 17.92 -2.18 -0.324
O 27.84 17.41 -0.91 -0.061
H 27.79 20.02 -1.35 0.084
H 28.20 19.87 -3.00 0.086
H 29.37 19.47 -1.80 0.078
H 28.89 17.37 -2.61 0.128
H 27.11 17.75 -2.71 0.127
H 26.97 17.73 -0.64 0.094
C 23.11 24.18 6.94 -0.063
C 23.64 23.36 8.17 -0.230
O 23.97 22.11 7.53 -0.052
H 23.93 24.37 6.25 0.065
H 22.90 25.17 7.36 0.077
H 22.28 23.75 6.38 0.082
H 22.90 23.20 8.95 0.118
H 24.52 23.86 8.57 0.112
H 24.64 22.28 6.87 0.080
C 28.39 25.65 4.60 -0.089
C 27.41 26.01 3.46 -0.280
O 26.86 24.86 2.84 -0.062
H 28.83 26.57 5.00 0.075
H 29.23 25.02 4.31 0.066
H 28.04 25.09 5.47 0.063
H 28.02 26.45 2.67 0.114
H 26.64 26.71 3.78 0.115
H 27.13 24.09 3.33 0.068
C 29.46 11.54 -0.29 -0.083
C 30.04 11.39 1.09 -0.318
O 29.67 12.56 1.78 -0.100
H 28.43 11.87 -0.23 0.078
H 29.51 10.67 -0.94 0.081
H 30.02 12.27 -0.87 0.075
H 31.13 11.31 1.10 0.114
H 29.78 10.50 1.66 0.118
H 28.80 12.46 2.16 0.090
C 36.07 21.45 0.83 -0.060
C 34.73 22.20 0.90 -0.360
O 34.30 22.61 2.11 -0.019
H 36.83 22.23 0.94 0.080
H 36.20 21.01 -0.16 0.076
H 36.12 20.58 1.49 0.074
H 33.94 21.56 0.51 0.108
H 34.79 23.05 0.22 0.122
H 33.47 22.17 2.28 0.091
C 22.61 12.07 3.74 -0.075
C 23.11 13.49 3.91 -0.309
O 24.43 13.61 3.39 -0.054
H 22.77 11.77 2.70 0.080
H 21.54 11.94 3.92 0.082
H 23.19 11.43 4.40 0.079
H 23.19 13.75 4.96 0.115
H 22.44 14.16 3.36 0.119
H 24.75 14.43 3.78 0.080
C 21.91 19.19 0.30 -0.070
C 22.78 20.26 1.04 -0.282
O 23.61 19.41 1.78 -0.094
H 22.57 18.60 -0.34 0.070
H 21.09 19.62 -0.27 0.072
H 21.45 18.52 1.03 0.072
H 22.22 20.89 1.73 0.114
H 23.44 20.80 0.36 0.111
H 24.20 19.94 2.32 0.079
C 27.45 14.16 10.74 -0.094
C 27.75 13.87 9.35 -0.315
O 28.40 15.04 8.84 -0.088
H 28.20 13.80 11.44 0.085
H 26.58 13.62 11.13 0.084
H 27.16 15.21 10.80 0.087
H 26.85 13.70 8.75 0.114
H 28.32 12.95 9.18 0.120
H 27.92 15.46 8.13 0.080
C 29.72 20.60 13.79 -0.089
C 29.98 20.05 12.39 -0.328
O 31.14 19.28 12.29 -0.050
H 29.47 19.81 14.51 0.077
H 28.96 21.36 13.90 0.083
H 30.64 20.99 14.23 0.079
H 30.09 20.94 11.77 0.113
H 29.09 19.46 12.17 0.114
H 31.38 19.05 13.19 0.087
C 35.90 23.60 7.43 -0.076
C 34.76 22.69 7.90 -0.297
O 34.64 21.58 7.04 -0.049
H 36.54 23.95 8.24 0.071
H 35.61 24.61 7.13 0.071
H 36.57 23.20 6.66 0.081
H 33.83 23.22 7.70 0.105
H 34.76 22.65 8.99 0.118
H 34.12 21.90 6.30 0.090
```

Summary:
**LUMO**: -12.19 eV
**E**: -69528.515 eV
**Net charge**: +2
**Frontier orbital gap**: 1.412 eV